1.
C10H16O | ωB97M-V with the def2-TZVPD basis set

ORCA input file:
```
! RIJCOSX wB97M-V def2-TZVPD def2/J DEFGRID3
* xyz 0 1
C -0.42 3.96 0.30
C -0.11 2.83 1.32
C -0.18 1.48 0.65
C -1.39 0.83 0.32
C -1.41 -0.15 -0.66
C -0.17 -0.67 -1.01
O -0.32 -1.62 -1.97
C 1.09 -0.27 -0.54
C 1.00 0.84 0.31
H 0.42 4.55 0.02
H -1.28 4.56 0.63
H -0.93 3.42 -0.49
H 0.90 3.19 1.70
H -0.91 2.93 2.10
H -2.22 1.31 0.83
H -2.28 -0.60 -1.16
H 0.53 -1.96 -2.29
H 2.05 -0.50 -0.94
H 2.01 1.29 0.46
C 1.32 -2.76 0.87
C 0.24 -3.65 0.25
H 2.27 -3.00 0.39
H 1.13 -1.69 1.08
H 1.03 -2.90 1.96
H 0.39 -3.60 -0.83
H 0.32 -4.66 0.67
H -0.82 -3.38 0.40
*
```

Max |F| (hartree/bohr): 0.0778
SMILES string: CCc1ccc(O)cc1.CC
LUMO energy (Eh): 0.032
Gap between HOMO and LUMO (eV): 8.95
Energy above the lowest of the compared OMol25 structures with the same formula, charge and spin (kJ/mol): 299.7
HOMO level (eV): -8.1


2.
C10H16O | ωB97M-V with the def2-TZVPD basis set

ORCA input file:
```
! RIJCOSX wB97M-V def2-TZVPD def2/J DEFGRID3
* xyz 0 1
C -0.32 0.87 2.71
C 0.83 0.37 1.78
C 1.05 -0.98 1.54
C 1.58 -1.41 0.40
C 2.36 -0.47 -0.36
O 3.13 -0.94 -1.30
C 2.31 0.90 -0.12
C 1.44 1.31 0.92
H -0.85 1.76 2.43
H 0.03 1.00 3.74
H -0.95 0.04 2.97
H 0.81 -1.74 2.34
H 1.67 -2.40 -0.07
H 3.21 -0.47 -2.07
H 2.73 1.69 -0.60
H 1.10 2.32 0.73
C -2.76 -0.75 -0.78
C -1.65 -0.60 -1.82
C -0.97 0.75 -1.56
H -2.60 -0.23 0.27
H -3.07 -1.84 -0.68
H -3.72 -0.40 -1.00
H -1.01 -1.45 -1.79
H -2.04 -0.66 -2.89
H -0.01 0.54 -1.24
H -0.74 1.36 -2.47
H -1.56 1.44 -1.07
*
```

Max |F| (hartree/bohr): 0.0941
SMILES string: Cc1ccc(O)cc1.CCC
LUMO energy (Eh): 0.030
Gap between HOMO and LUMO (eV): 9.02
Energy above the lowest of the compared OMol25 structures with the same formula, charge and spin (kJ/mol): 314.7
HOMO level (eV): -8.2


3.
C10H16O | ωB97M-V with the def2-TZVPD basis set

ORCA input file:
```
! RIJCOSX wB97M-V def2-TZVPD def2/J DEFGRID3
* xyz 0 1
C 1.46 2.37 0.14
C 0.80 1.28 -0.66
C 1.33 0.98 -1.92
C 0.78 -0.01 -2.72
C -0.36 -0.68 -2.27
O -0.83 -1.69 -3.05
C -1.01 -0.26 -1.12
C -0.40 0.69 -0.31
H 2.25 1.99 0.79
H 0.77 2.88 0.82
H 1.94 3.10 -0.51
H 2.21 1.50 -2.27
H 1.32 -0.37 -3.58
H -1.71 -1.97 -2.74
H -2.00 -0.65 -0.93
H -0.90 1.06 0.56
C -1.64 -0.46 2.75
C -0.18 -0.26 3.16
C 0.39 -1.53 3.81
H -2.34 0.15 3.32
H -1.84 -0.21 1.71
H -2.01 -1.49 2.76
H -0.20 0.52 3.89
H 0.53 0.13 2.42
H -0.39 -2.13 4.28
H 1.15 -1.26 4.55
H 0.96 -2.11 3.09
*
```

Max |F| (hartree/bohr): 0.0306
SMILES string: Cc1ccc(O)cc1.CCC
LUMO energy (Eh): 0.031
Gap between HOMO and LUMO (eV): 9.21
Energy above the lowest of the compared OMol25 structures with the same formula, charge and spin (kJ/mol): 113.2
HOMO level (eV): -8.4


4.
C10H16O | ωB97M-V with the def2-TZVPD basis set

ORCA input file:
```
! RIJCOSX wB97M-V def2-TZVPD def2/J DEFGRID3
* xyz 0 1
C -2.82 -1.49 -0.03
C -1.40 -1.77 0.32
C -0.66 -2.64 -0.47
C 0.69 -2.85 -0.23
C 1.32 -2.17 0.79
O 2.66 -2.36 0.97
C 0.59 -1.30 1.61
C -0.77 -1.18 1.42
H -3.06 -1.77 -1.06
H -3.15 -0.44 0.05
H -3.63 -2.00 0.52
H -1.14 -3.11 -1.31
H 1.23 -3.58 -0.81
H 2.98 -1.64 1.53
H 1.11 -0.75 2.39
H -1.43 -0.64 2.10
C 0.45 3.17 0.50
C 0.25 2.21 -0.71
C 1.18 2.57 -1.85
H 1.15 3.96 0.22
H 0.98 2.66 1.31
H -0.47 3.65 0.80
H 0.39 1.18 -0.36
H -0.77 2.29 -1.07
H 1.20 3.62 -2.10
H 2.20 2.32 -1.74
H 0.92 2.06 -2.79
*
```

Max |F| (hartree/bohr): 0.0350
SMILES string: Cc1ccc(O)cc1.CCC
LUMO energy (Eh): 0.028
Gap between HOMO and LUMO (eV): 9.19
Energy above the lowest of the compared OMol25 structures with the same formula, charge and spin (kJ/mol): 106.9
HOMO level (eV): -8.4


5.
C10H16O | ωB97M-V with the def2-TZVPD basis set

ORCA input file:
```
! RIJCOSX wB97M-V def2-TZVPD def2/J DEFGRID3
* xyz 0 1
C -1.69 0.10 -2.42
C -1.27 0.90 -1.22
C -0.93 2.27 -1.22
C -0.70 2.88 0.02
C -0.70 2.06 1.13
O -0.13 2.39 2.33
C -1.20 0.78 1.21
C -1.50 0.21 -0.03
H -1.99 0.73 -3.27
H -2.56 -0.53 -2.20
H -1.01 -0.67 -2.71
H -1.16 2.81 -2.11
H -0.47 3.91 0.12
H 0.10 3.37 2.25
H -1.41 0.25 2.07
H -1.76 -0.77 -0.19
C 2.98 -1.76 0.64
C 1.44 -1.38 0.68
C 0.55 -2.50 0.41
H 3.32 -2.80 0.86
H 3.49 -1.09 1.34
H 3.39 -1.43 -0.34
H 1.33 -0.94 1.78
H 1.27 -0.48 0.07
H 0.53 -2.61 -0.67
H 0.63 -3.44 0.96
H -0.56 -2.26 0.52
*
```

Max |F| (hartree/bohr): 0.0937
SMILES string: Cc1ccc(O)cc1.CCC
LUMO energy (Eh): 0.031
Gap between HOMO and LUMO (eV): 9.10
Energy above the lowest of the compared OMol25 structures with the same formula, charge and spin (kJ/mol): 221.5
HOMO level (eV): -8.3


What is the HOMO level in the second record? -8.2 eV


Among the records above, which one has the highest LUMO energy? number 1


Among the records above, which one has the lowest gap between HOMO and LUMO? number 1